Molecular formula: C43H70CsGeN3O6PS4Si
Method: DFT, ωB97M-V with the def2-TZVPD basis set

Summary:
LUMO level (spin up / spin down)	3.359 / 3.358	eV
gap between HOMO and LUMO (spin up / spin down)	0.204 / 0.220	Ha
expectation value of S²	0.768

Geometry as ORCA input:
```
! wB97M-V def2-TZVPD RIJCOSX def2/J DEFGRID3
* xyz -2 2
Cs -0.075 -0.906 0.324
C -1.804 0.951 3.850
C -1.152 -0.430 3.946
C -0.766 -0.705 5.401
C -2.146 -1.495 3.464
O -0.037 -0.400 3.093
Ge 1.601 -1.305 3.269
O 1.147 -2.585 1.967
C 1.946 -3.409 1.142
C 0.988 -4.364 0.427
C 2.920 -4.205 2.013
C 2.736 -2.622 0.087
O 2.356 -0.192 1.949
C 2.968 1.035 2.269
C 2.029 1.957 3.049
C 3.323 1.697 0.936
C 4.247 0.786 3.074
H -2.713 1.014 4.455
H -1.102 1.713 4.192
H -2.056 1.177 2.814
H -1.643 -0.621 6.047
H -0.344 -1.704 5.512
H -0.019 0.017 5.733
H -3.023 -1.516 4.117
H -2.492 -1.283 2.447
H -1.674 -2.478 3.466
H 0.473 -4.985 1.163
H 0.229 -3.823 -0.143
H 1.537 -5.011 -0.263
H 2.366 -4.743 2.784
H 3.495 -4.922 1.422
H 3.615 -3.524 2.505
H 2.104 -2.086 -0.630
H 3.384 -1.894 0.572
H 3.351 -3.300 -0.512
H 1.105 2.108 2.497
H 1.776 1.530 4.020
H 2.505 2.926 3.210
H 2.417 1.872 0.357
H 3.824 2.655 1.086
H 3.976 1.041 0.359
H 4.008 0.327 4.033
H 4.896 0.105 2.520
H 4.789 1.718 3.254
O -4.547 7.692 -1.369
C -3.913 6.791 -0.876
S -4.363 5.091 -0.989
C -2.990 4.388 -0.117
C -2.032 5.314 0.350
S -0.661 4.985 1.239
S -2.388 7.013 -0.023
S -2.979 2.731 0.083
O -2.210 -2.322 -0.361
P -3.279 -2.835 -1.247
N -4.197 -4.070 -0.579
C -4.799 -3.785 0.735
C -4.832 -5.136 1.467
C -4.572 -6.166 0.368
C -3.626 -5.420 -0.561
N -2.658 -3.479 -2.640
C -1.220 -3.777 -2.744
C -1.054 -4.321 -4.177
C -2.400 -4.076 -4.883
C -3.147 -3.114 -3.965
N -4.410 -1.701 -1.595
C -5.793 -1.896 -1.984
C -6.474 -0.680 -1.363
C -5.448 0.434 -1.589
C -4.085 -0.268 -1.515
H -5.802 -3.370 0.598
H -4.209 -3.053 1.293
H -5.777 -5.300 1.986
H -4.034 -5.176 2.209
H -5.497 -6.412 -0.160
H -4.139 -7.091 0.750
H -3.594 -5.824 -1.572
H -2.607 -5.433 -0.151
H -0.944 -4.515 -1.991
H -0.627 -2.866 -2.610
H -0.809 -5.385 -4.174
H -0.246 -3.797 -4.684
H -2.960 -5.011 -4.970
H -2.271 -3.660 -5.880
H -4.230 -3.225 -4.025
H -2.888 -2.079 -4.215
H -6.160 -2.858 -1.627
H -5.919 -1.879 -3.076
H -6.613 -0.854 -0.293
H -7.447 -0.464 -1.807
H -5.505 1.240 -0.859
H -5.592 0.882 -2.575
H -3.568 -0.061 -0.581
H -3.427 0.044 -2.328
C 3.435 -2.121 -3.635
C 3.029 -0.652 -3.768
C 3.708 -0.025 -4.985
C 3.511 0.082 -2.509
Si 1.113 -0.475 -3.762
O 0.446 -1.150 -2.508
C 0.738 1.391 -3.863
C 0.263 2.009 -2.704
C -0.029 3.366 -2.662
C 0.151 4.143 -3.796
C 0.613 3.553 -4.966
C 0.899 2.196 -4.993
C 0.398 -1.106 -5.432
C 0.982 -2.044 -6.287
C 0.347 -2.486 -7.442
C -0.903 -1.991 -7.781
C -1.508 -1.057 -6.953
C -0.865 -0.630 -5.800
H 4.513 -2.202 -3.446
H 3.220 -2.701 -4.532
H 2.909 -2.586 -2.803
H 4.799 -0.124 -4.913
H 3.480 1.040 -5.053
H 3.395 -0.492 -5.920
H 4.600 -0.011 -2.407
H 3.054 -0.333 -1.612
H 3.266 1.145 -2.546
H 0.098 1.391 -1.830
H -0.397 3.804 -1.744
H -0.077 5.203 -3.767
H 0.744 4.154 -5.861
H 1.242 1.749 -5.922
H 1.956 -2.450 -6.054
H 0.835 -3.216 -8.079
H -1.401 -2.331 -8.683
H -2.484 -0.658 -7.204
H -1.349 0.107 -5.171
*
```

Atom charges from the Löwdin analysis, given in e for atoms 1 to 4: number 1, Cs, carries 1.31; number 2, C, carries -0.03; number 3, C, carries -0.73; number 4, C, carries -0.08


Molecular formula: C15H29BBrClCsI2N4NaO10PS3
Method: DFT, ωB97M-V with the def2-TZVPD basis set

Summary:
LUMO level	-4.835	eV
gap between HOMO and LUMO	0.060	Ha

Geometry as ORCA input:
```
! wB97M-V def2-TZVPD RIJCOSX def2/J DEFGRID3
* xyz 1 1
C 6.464 -3.318 0.276
C 6.377 -3.401 -1.278
S 4.857 -4.223 -1.832
C 3.748 -2.830 -2.267
N 2.908 -2.427 -1.172
C 3.303 -1.348 -0.441
C 2.596 -0.865 0.588
B 3.170 0.411 1.290
O 2.429 1.601 1.252
O 4.397 0.407 1.918
C 1.334 -1.581 0.936
P 0.395 -0.918 2.300
O 0.604 -1.665 3.563
C 0.910 -2.708 0.210
C -0.382 -3.362 0.653
I -0.095 -5.445 1.177
C -1.605 -3.079 -0.263
C -2.805 -2.784 0.664
I -2.246 -4.733 -1.510
C 1.698 -3.125 -0.853
S 1.339 -4.472 -1.912
H 7.372 -3.805 0.627
H 6.484 -2.277 0.598
H 5.607 -3.791 0.750
H 6.417 -2.379 -1.653
H 7.255 -3.943 -1.617
H 3.185 -3.037 -3.170
H 4.409 -1.995 -2.495
H 4.214 -0.847 -0.744
H 2.980 2.321 0.925
H 5.082 0.854 1.412
H 0.638 0.455 2.464
H -0.973 -1.004 1.923
H -0.628 -2.914 1.607
H -1.449 -2.166 -0.834
H -2.630 -1.889 1.257
H -2.913 -3.624 1.355
H -3.731 -2.733 0.093
H 2.023 -5.521 -1.364
C -1.417 2.362 -0.478
O -0.995 2.821 -1.515
N -2.796 2.295 -0.252
N -0.670 1.890 0.530
H -3.200 1.919 0.590
H -3.382 2.652 -0.983
H 0.340 1.908 0.426
H -1.062 1.520 1.377
C -2.565 6.668 -2.146
C -2.792 5.358 -1.431
O -4.211 5.110 -1.554
S -4.725 5.712 -2.955
O -4.788 4.650 -3.896
O -5.843 6.540 -2.691
O -3.453 6.614 -3.285
H -2.859 7.516 -1.521
H -1.496 6.790 -2.459
H -2.505 5.400 -0.383
H -2.261 4.544 -1.920
C -4.140 -0.484 4.783
N -3.234 -0.034 3.691
O -2.087 0.176 3.994
O -3.753 0.077 2.579
H -3.566 -0.542 5.700
H -4.938 0.247 4.867
H -4.529 -1.459 4.504
Br 0.507 6.930 -2.272
Cs -1.137 -5.327 -3.751
Cl -0.009 4.826 -3.359
Na -5.172 1.480 -0.625
*
```

Atom charges from the Löwdin analysis, given in e for atoms 1 to 4: number 1, C, carries -0.15; number 2, C, carries -0.53; number 3, S, carries 0.85; number 4, C, carries -0.49


Molecular formula: C10H24BaBr3NO6P
Method: DFT, ωB97M-V with the def2-TZVPD basis set

Summary:
LUMO level	-6.276	eV
gap between HOMO and LUMO	0.154	Ha

Geometry as ORCA input:
```
! wB97M-V def2-TZVPD RIJCOSX def2/J DEFGRID3
* xyz 1 1
Ba -6.074 0.899 -5.750
O -3.508 2.360 -3.766
H -2.963 2.412 -2.957
C -3.103 4.987 -0.074
O -3.973 5.048 0.807
N -1.797 5.264 0.138
C -0.852 5.401 -0.950
C -1.355 5.726 1.460
H -3.326 4.749 -1.125
H 0.188 5.271 -0.650
H -0.988 6.354 -1.461
H -1.098 4.563 -1.602
H -2.041 5.516 2.281
H -0.424 5.298 1.830
H -1.294 6.803 1.305
C 0.578 3.131 -5.494
Br 2.051 4.442 -5.117
Br 0.940 1.577 -4.450
Br 0.276 2.772 -7.404
H -0.354 3.542 -5.107
C 4.197 -2.510 3.021
C 3.614 -3.585 2.004
O 2.744 -2.823 1.209
P 1.148 -2.920 1.448
O 0.775 -2.801 2.898
O 0.577 -1.857 0.359
C -0.858 -1.616 0.176
C -1.160 -0.450 1.195
O 0.724 -4.301 0.765
C 0.995 -5.578 1.311
C -0.058 -6.584 0.755
H 4.948 -3.073 3.574
H 4.704 -1.639 2.606
H 3.477 -2.189 3.773
H 4.380 -3.987 1.340
H 3.190 -4.345 2.661
H -0.969 -1.101 -0.779
H -1.549 -2.448 0.305
H -0.901 -0.682 2.228
H -0.613 0.455 0.932
H -2.222 -0.208 1.152
H 2.017 -5.854 1.051
H 1.006 -5.556 2.401
H -1.052 -6.319 1.116
H -0.158 -6.505 -0.327
H 0.162 -7.640 0.915
*
```

Atom charges from the Löwdin analysis, given in e for atoms 1 to 4: number 1, Ba, carries 1.77; number 2, O, carries -0.62; number 3, H, carries -0.14; number 4, C, carries -0.33


Let's list M in order: 1117.891, 1088.462, 662.317 g/mol.
Let's list ΔE to the lowest compared entry with this formula, charge and spin in order: 0.712, 0.000, 7.965 eV.
Let's list F_max in order: 1.98, 10.29, 3.67 eV/Å.